No. 1
33
Properties=species:S:1:pos:R:3:forces:R:3:mulliken_spin:R:1 method="wB97M-V/def2-TZVPD" homo_lumo_gap_ev="6.300 / 7.020" total_energy_ha=-5283.400414 de_lowest_ev=0.000 total_charge=-2 spin_multiplicity=5
Cr -1.72577 -0.80432 1.62111 0.074 -0.191 0.373 4.112
S -2.94675 0.69108 2.90290 -0.032 1.828 0.153 -0.045
C -2.07516 2.25169 2.59123 -1.020 -1.880 0.054 -0.001
C -2.68284 3.45601 2.80188 -0.111 2.344 0.136 0.018
C -2.06214 4.71561 2.65665 0.308 0.450 0.293 0.007
C -2.70451 6.03226 2.88854 -0.653 -0.822 0.771 -0.001
N -3.28489 6.99496 3.18833 0.825 -1.031 -0.622 0.002
C -0.70829 4.69088 2.33044 0.086 -0.799 -0.948 0.004
C -0.15299 3.46113 1.92466 2.097 1.226 -0.188 0.009
C -0.78495 2.25683 2.04696 0.274 -1.362 -0.027 -0.021
S 0.02803 0.75553 1.61519 0.124 0.898 -0.210 -0.021
C 0.06282 5.88133 2.30807 0.564 0.706 -0.187 0.000
N 0.69263 6.84973 2.30808 -0.201 -0.340 0.008 0.002
H -3.66856 3.56825 3.13076 -1.558 -0.594 0.422 0.000
H 0.88730 3.42106 1.51472 -0.953 0.302 0.541 -0.001
N 3.43525 -5.95156 -4.66495 0.636 -1.255 -0.517 0.000
C 2.94084 -5.02042 -4.23425 -1.301 1.832 0.385 0.000
C 2.36847 -3.78503 -3.70632 0.455 -0.777 0.910 0.000
C 2.97384 -2.59204 -4.06971 -0.171 -0.214 -0.989 0.000
C 2.74275 -1.42720 -3.39727 -0.378 0.130 1.174 0.000
C 1.96273 -1.47375 -2.25827 0.125 0.794 0.541 0.001
C 1.35426 -2.64684 -1.87609 -0.566 0.346 0.272 -0.002
C 1.52106 -3.80282 -2.59359 0.790 -0.215 -0.263 0.000
H 3.57697 -2.61936 -4.93852 0.800 0.112 -0.672 0.000
H 3.20061 -0.48109 -3.56350 0.535 0.357 -0.825 0.000
H 1.91202 -0.57998 -1.61546 -0.310 -0.528 -0.363 0.000
H 0.74206 -2.64205 -1.00082 -0.352 -0.049 0.554 0.004
H 1.14488 -4.71013 -2.17287 -0.350 -0.507 -0.136 0.000
O -2.79122 -2.54169 1.84172 -0.157 -0.263 -0.243 -0.004
Se -1.78079 -3.41387 0.80937 1.544 0.025 1.855 -0.037
O -2.49596 -3.82627 -0.55266 -0.394 -0.420 -0.760 0.000
O -0.71510 -2.09834 0.56439 0.159 -0.935 -0.659 -0.026
O -0.96661 -4.60962 1.59928 -0.890 0.831 -0.835 0.001

No. 2
64
Properties=species:S:1:pos:R:3:forces:R:3:mulliken_charge:R:1 method="wB97M-V/def2-TZVPD" homo_lumo_gap_ev=10.431 total_energy_ha=-41813.085976 de_lowest_ev=0.756 smiles=BrCCBr.BrCCBr.BrCCBr.BrCCBr.BrCCBr.BrCCBr.BrCCBr.BrCCBr
Br 5.75687 -0.67695 -1.23553 -0.059 0.011 0.184 -0.170
C 4.81826 0.42997 0.09555 -0.148 -0.170 -1.601 -0.563
C 5.74246 0.81626 1.16411 -0.742 -0.319 1.176 -0.508
Br 4.65483 1.81217 2.48379 0.373 -0.009 -0.234 -0.186
H 3.99176 -0.14401 0.42619 -0.670 -0.667 0.421 0.218
H 4.44689 1.25978 -0.48673 -0.017 0.320 0.031 0.389
H 6.48731 1.46233 0.78770 0.952 0.650 -0.019 0.443
H 6.12417 -0.05330 1.68920 0.209 0.153 0.037 0.381
Br -1.56431 -2.94081 -2.56822 0.299 0.431 0.236 -0.074
C -1.80673 -4.85438 -2.69187 -1.000 -0.025 -0.175 -0.552
C -2.23667 -5.42299 -1.34625 0.127 0.458 -0.022 -0.571
Br -2.79577 -7.26931 -1.50333 0.135 -0.097 -0.104 -0.155
H -0.92313 -5.26975 -3.14468 0.392 -0.217 0.202 0.346
H -2.61360 -4.89162 -3.42410 0.027 -0.461 0.193 0.360
H -3.10332 -4.89202 -0.96563 -0.044 0.069 -0.117 0.378
H -1.46652 -5.36227 -0.57685 0.088 -0.118 -0.252 0.323
Br -1.99297 7.34693 4.06581 -0.267 0.313 0.068 -0.167
C -1.31594 5.80151 3.09216 0.049 0.643 0.785 -0.181
C -1.38141 6.08064 1.64444 -0.059 -0.316 -0.891 -0.638
Br -0.94482 4.36817 0.73367 0.085 0.560 0.042 -0.102
H -2.00663 5.00245 3.29867 0.167 -0.407 0.481 0.000
H -0.32773 5.70782 3.53505 -0.053 -0.579 -0.406 0.354
H -0.81301 6.91362 1.25873 0.733 -0.186 0.029 0.423
H -2.38692 6.29369 1.34520 -0.667 -0.120 -0.081 0.363
Br -2.79395 2.19240 -3.99004 0.557 -0.216 -0.009 -0.160
C -1.70456 1.44419 -5.46663 -1.181 -0.273 -0.442 -0.607
C -1.84962 -0.09352 -5.42416 0.064 2.216 -1.302 -0.105
Br -0.86810 -0.87953 -6.88864 0.077 -0.072 -0.440 -0.160
H -0.67487 1.76835 -5.40940 0.039 0.153 0.288 0.384
H -2.21983 1.91807 -6.31993 0.570 -0.566 0.157 0.391
H -2.89020 -0.33210 -5.53488 -0.238 -0.533 0.285 0.431
H -1.32612 -0.44963 -4.59441 0.103 -0.731 1.540 -0.189
Br -3.68390 2.66962 3.96830 -0.300 0.011 -0.216 -0.227
C -4.26183 2.31136 2.12837 0.640 -0.089 -0.090 -0.392
C -3.91136 0.89193 1.77101 -0.271 -0.713 0.335 -0.044
Br -4.36428 0.57017 -0.06019 -0.034 0.044 -0.978 -0.142
H -3.69155 2.99527 1.50529 -0.009 0.063 0.038 0.205
H -5.31926 2.51665 2.01000 -0.074 -0.003 0.287 0.418
H -4.50551 0.13004 2.26756 -0.033 0.316 0.487 0.375
H -2.86906 0.60521 1.86781 -0.034 0.477 0.135 -0.246
Br -0.43680 1.09591 4.78627 -0.016 0.023 0.135 -0.141
C 0.88630 -0.32905 5.08739 -1.463 -0.337 0.330 -0.607
C 2.07717 0.02334 4.28095 -0.008 -1.440 -0.407 -0.332
Br 3.38320 -1.46176 4.38421 -0.335 0.389 -0.166 -0.184
H 0.35254 -1.23414 4.76968 0.470 0.238 -0.133 0.340
H 0.99597 -0.39232 6.16714 0.418 0.137 -0.110 0.412
H 2.56908 0.87479 4.63087 0.812 1.225 0.686 0.425
H 1.79922 0.19438 3.25209 0.145 -0.286 -0.309 0.075
Br 2.24286 -4.86156 -3.46133 0.313 -0.051 0.263 -0.196
C 2.56635 -4.71437 -1.52319 0.292 -0.815 -0.582 -0.662
C 2.09392 -3.38653 -1.10654 -0.373 1.012 0.210 -0.242
Br 2.15843 -3.30514 0.82833 -0.013 0.222 0.247 -0.131
H 3.61937 -4.85192 -1.27208 -0.047 0.000 -0.458 0.449
H 2.02048 -5.54112 -1.09321 -0.260 -0.011 0.153 0.410
H 1.09789 -3.12587 -1.43148 -0.454 -0.382 0.137 0.036
H 2.70078 -2.58240 -1.49048 0.567 0.115 0.002 0.394
Br -0.41866 -0.07879 1.40229 0.028 0.199 -0.183 -0.109
C 0.13683 -0.18998 -0.45888 -0.362 0.422 -0.521 0.171
C 0.46086 1.17327 -1.06558 0.469 0.193 -0.283 -0.461
Br 0.90267 0.76237 -2.97234 0.241 0.188 0.644 -0.177
H -0.65944 -0.67280 -1.05908 0.510 0.131 0.663 0.041
H 1.04276 -0.79098 -0.40326 -0.179 -0.063 -0.294 -0.187
H 1.31137 1.68315 -0.57820 -0.176 -0.512 -0.418 0.423
H -0.31222 1.93516 -1.18071 -0.363 -0.595 0.335 0.210

No. 3
19
Properties=species:S:1:pos:R:3:forces:R:3:mulliken_charge:R:1 method="wB97M-V/def2-TZVPD" homo_lumo_gap_ev=5.951 total_energy_ha=-327.557861 de_lowest_ev=3.760 total_charge=-1
C -3.07565 0.82803 0.35220 0.310 -0.020 0.443 -1.163
C -1.85683 -0.09274 0.27480 0.448 0.393 0.081 -0.151
N -1.27780 -0.11067 -1.02546 -0.436 0.025 0.109 -0.808
C 0.84814 -1.05274 -0.19046 0.823 1.962 -0.724 -0.416
C -0.35849 -1.17831 -1.12361 0.047 -0.115 -0.237 -0.639
C 1.94503 -0.23384 -0.71439 1.012 -2.650 -1.691 -0.081
O 2.90982 0.14282 -0.08816 1.485 0.599 0.514 -0.575
H -3.57157 0.66008 1.32025 -0.340 -0.025 -0.331 0.326
H -2.76174 1.87344 0.37173 0.098 0.060 -0.223 0.217
H -3.72404 0.68957 -0.51870 -0.092 -0.146 0.278 0.370
H -2.10849 -1.10028 0.69294 -0.313 -0.144 -0.343 0.225
H -1.14773 0.27434 1.07211 -0.079 -0.003 -0.004 0.105
H 5.60557 1.82178 1.92965 -0.056 0.143 -0.008 -0.024
H 1.17557 -1.73229 0.58239 -0.346 0.316 0.635 0.416
H 0.86325 0.12611 0.03679 -2.429 -0.831 1.700 0.039
H 5.44144 2.54844 1.96025 0.048 -0.143 0.004 0.028
H 0.05984 -1.19147 -2.13440 -0.044 -0.055 -0.336 0.434
H 1.85372 -0.08665 -1.80182 -0.223 0.827 -0.194 0.330
H -0.82002 -2.18562 -0.99613 0.088 -0.195 0.326 0.367